ORCA calculation (ωB97M-V/def2-TZVPD) on 14 unconnected molecules or ions with the total composition C23H74N6O14 at a distorted geometry.

Atoms and positions in Å:
C1 -3.043 -2.666 -4.044
C2 -4.088 -1.998 -4.963
O1 -5.260 -1.568 -4.222
H1 -2.715 -1.890 -3.381
H2 -2.166 -3.161 -4.504
H3 -3.422 -3.485 -3.576
H4 -4.367 -2.716 -5.759
H5 -3.622 -1.217 -5.472
H6 -6.035 -1.859 -4.701
C3 0.598 0.231 0.534
C4 -0.134 0.144 -0.795
O2 -0.526 -1.130 -0.990
H7 1.149 1.117 0.834
H8 1.443 -0.388 0.717
H9 -0.129 0.043 1.305
H10 0.534 0.553 -1.530
H11 -0.872 0.858 -0.812
H12 -1.400 -1.082 -1.353
C5 4.233 -0.160 -2.486
C6 2.866 -0.721 -2.214
O3 2.750 -2.024 -2.703
H13 4.590 -0.469 -3.447
H14 4.955 -0.518 -1.739
H15 4.365 0.864 -2.413
H16 2.123 -0.162 -2.746
H17 2.571 -0.542 -1.189
H18 1.996 -1.924 -3.302
C7 3.684 -1.161 3.335
C8 3.316 0.136 3.961
O4 1.925 0.270 3.762
H19 3.300 -1.215 2.315
H20 3.149 -1.962 3.900
H21 4.827 -1.284 3.329
H22 4.003 0.822 3.446
H23 3.535 0.265 5.032
H24 1.662 1.130 3.435
C9 -4.687 -0.192 0.705
C10 -3.366 -0.285 0.008
O5 -3.460 -1.038 -1.169
H25 -4.530 0.010 1.786
H26 -5.190 -1.187 0.712
H27 -5.398 0.540 0.436
H28 -2.636 -0.731 0.588
H29 -3.060 0.762 -0.239
H30 -3.805 -0.508 -1.886
C11 1.133 -3.694 2.442
C12 0.249 -2.600 2.947
O6 -0.954 -3.045 3.436
H31 2.105 -3.241 2.186
H32 0.708 -4.270 1.606
H33 1.220 -4.468 3.233
H34 -0.049 -1.883 2.224
H35 0.800 -2.124 3.729
H36 -1.526 -3.271 2.718
C13 4.259 1.415 0.514
C14 4.206 2.775 1.155
O7 5.325 2.716 2.006
H37 4.946 1.438 -0.281
H38 3.233 1.252 0.119
H39 4.624 0.600 1.195
H40 3.311 2.939 1.737
H41 4.327 3.545 0.436
H42 5.206 3.205 2.781
C15 3.275 4.024 -2.704
C16 2.306 2.931 -2.215
O8 1.058 3.351 -2.742
H43 2.871 4.956 -2.227
H44 3.189 4.284 -3.802
H45 4.316 3.894 -2.537
H46 2.290 2.921 -1.093
H47 2.458 1.929 -2.630
H48 0.751 4.154 -2.309
C17 -2.098 0.792 2.999
C18 -1.792 0.714 4.413
O9 -0.783 -0.278 4.659
H49 -2.208 -0.220 2.527
H50 -1.308 1.287 2.404
H51 -3.004 1.421 2.889
H52 -2.563 0.638 5.141
H53 -1.229 1.613 4.680
H54 0.064 -0.018 4.242
C19 -2.674 -4.063 0.400
O10 -2.632 -3.108 1.407
N1 -3.134 -3.828 -0.811
N2 -2.078 -5.186 0.561
H55 -3.604 -2.951 -1.056
H56 -3.066 -4.531 -1.605
H57 -1.461 -5.449 1.326
H58 -2.169 -5.853 -0.315
C20 0.329 3.763 3.486
O11 0.768 2.530 3.029
N3 -0.652 4.448 2.954
N4 0.822 4.393 4.508
H59 -1.078 3.956 2.169
H60 -0.951 5.412 3.128
H61 1.727 4.031 4.815
H62 0.414 5.223 4.956
C21 -1.102 0.906 -4.240
O12 0.216 0.295 -4.266
N5 -1.392 1.787 -3.410
N6 -2.108 0.650 -5.018
H63 -0.572 2.292 -3.004
H64 -2.323 2.218 -3.343
H65 -1.930 -0.067 -5.656
H66 -2.779 1.416 -5.378
C22 -1.677 3.365 -0.525
O13 -1.789 3.124 0.871
H67 -2.373 2.778 -1.215
H68 -0.780 2.866 -0.804
H69 -1.588 4.387 -0.818
H70 -2.692 2.975 1.025
C23 0.698 -4.354 -1.181
O14 -0.459 -4.441 -2.077
H71 0.644 -3.432 -0.555
H72 1.666 -4.497 -1.622
H73 0.660 -5.159 -0.451
H74 -1.259 -4.078 -1.668

The calculation puts the total energy at -2302.33358 Eh. As for the energy relative to the best compared isomer or geometry (same formula, charge and spin): 61.3 kcal per mole. For the orbital gap, the calculation gives 7.89 eV. The spin multiplicity is 1. As for the LUMO energy: -0.20 eV.